{"formula": "C5H10O2", "method": "wB97M-V/def2-TZVPD", "homo_energy_ev": [-14.7, -14.7], "gap_ha": [0.3418, 0.2538], "charge": 1, "energy_ev": -9431.954, "de_lowest_kcal_mol": 26.45, "lumo_energy_ev": [-5.4122, -7.8212], "max_force_ev_per_a": 2.51, "spin_multiplicity": 2, "symbols": ["C", "C", "C", "O", "C", "C", "H", "H", "H", "H", "H", "H", "H", "H", "H", "H", "O"], "coordinates": [[0.5523, 0.8610, -2.2728], [-0.9720, -2.3038, 1.1962], [-0.0539, -1.2958, 0.9147], [0.2598, -0.3632, 1.8070], [0.1417, -0.9630, -0.4688], [0.8187, 0.0801, -1.0392], [-0.5012, 1.0789, -2.4598], [0.9675, 0.4550, -3.2008], [1.0163, 1.8376, -2.1413], [-1.2907, -2.4282, 2.2221], [-1.3141, -3.0268, 0.4727], [-0.2857, -0.4028, 2.6015], [-0.1268, -1.8106, -1.0929], [1.4433, 0.6071, -0.3103], [0.2386, 3.1092, 1.6654], [-0.3828, 1.8297, 0.8990], [-0.5108, 2.7359, 1.2073]]}

{"formula": "C5H10O3", "method": "wB97M-V/def2-TZVPD", "smiles": "O=C(O)CCCCO", "homo_energy_ev": -10.3, "gap_ha": 0.4051, "charge": 0, "energy_ev": -11489.405, "de_lowest_kcal_mol": 18.03, "lumo_energy_ev": 0.6840, "max_force_ev_per_a": 2.23, "symbols": ["O", "C", "O", "C", "C", "C", "C", "O", "H", "H", "H", "H", "H", "H", "H", "H", "H", "H"], "coordinates": [[-2.7476, 0.1598, 1.1359], [-1.7780, 0.6080, 0.5853], [-1.5864, 1.9439, 0.4711], [-0.5841, -0.1772, 0.1463], [0.7292, 0.1897, 0.8424], [1.9725, 0.0260, -0.0621], [2.0584, -1.3549, -0.6981], [1.6262, -1.3059, -2.0929], [-2.3871, 2.4663, 0.5323], [-0.3323, 0.0777, -0.8919], [-0.9049, -1.2154, 0.1180], [0.7055, 1.2242, 1.1794], [0.8234, -0.3297, 1.7986], [2.8631, 0.2595, 0.5262], [1.8903, 0.8776, -0.7376], [1.4246, -2.0807, -0.2055], [3.0970, -1.6563, -0.8009], [0.7063, -1.5171, -2.1244]]}

{"formula": "C5H10O3", "method": "wB97M-V/def2-TZVPD", "smiles": "C=CCCC(=O)O.O", "homo_energy_ev": -9.6, "gap_ha": 0.3740, "charge": 0, "energy_ev": -11489.187, "de_lowest_kcal_mol": 23.06, "lumo_energy_ev": 0.5415, "max_force_ev_per_a": 1.61, "symbols": ["C", "C", "C", "C", "C", "O", "O", "H", "H", "H", "H", "H", "H", "H", "H", "O", "H", "H"], "coordinates": [[1.9975, -1.6046, -1.8869], [0.7922, -1.5725, -1.3248], [0.0725, -0.2747, -1.0302], [0.5347, 0.1959, 0.3441], [-0.0152, 1.5378, 0.7815], [-0.8485, 2.2380, 0.2903], [0.6446, 1.8679, 1.9321], [2.4187, -0.7663, -2.4197], [2.4265, -2.5802, -2.0951], [0.2814, -2.5039, -1.1054], [-1.0151, -0.3493, -1.0420], [0.3511, 0.3849, -1.8540], [1.6039, 0.1303, 0.4362], [0.0672, -0.4536, 1.0842], [0.2413, 2.6032, 2.4102], [-2.3477, -2.0052, 0.4132], [-2.3102, -2.6586, 1.1137], [-2.8084, -1.2140, 0.7060]]}